{
  "formula": "C44H100F15N5O20PS5",
  "method": "the ωB97M-V functional and the def2-TZVPD basis",
  "symbols": ["C", "C", "O", "N", "H", "H", "C", "H", "H", "H", "H", "H", "H", "C", "N", "C", "C", "C", "C", "O", "H", "H", "H", "H", "H", "H", "H", "H", "H", "H", "H", "H", "H", "H", "C", "N", "C", "C", "C", "C", "O", "H", "H", "H", "H", "H", "H", "H", "H", "H", "H", "H", "H", "H", "H", "C", "N", "C", "C", "C", "C", "O", "H", "H", "H", "H", "H", "H", "H", "H", "H", "H", "H", "H", "H", "H", "C", "N", "C", "C", "C", "C", "O", "H", "H", "H", "H", "H", "H", "H", "H", "H", "H", "H", "H", "H", "H", "C", "C", "C", "C", "P", "C", "C", "C", "C", "C", "C", "C", "C", "C", "C", "C", "C", "H", "H", "H", "H", "H", "H", "H", "H", "H", "H", "H", "H", "H", "H", "H", "H", "H", "H", "H", "H", "H", "H", "H", "H", "H", "H", "H", "H", "H", "H", "H", "H", "H", "H", "H", "H", "C", "F", "F", "F", "S", "O", "O", "O", "C", "F", "F", "F", "S", "O", "O", "O", "C", "F", "F", "F", "S", "O", "O", "O", "C", "F", "F", "F", "S", "O", "O", "O", "C", "F", "F", "F", "S", "O", "O", "O"],
  "xyz": [[-2.4762, -4.4015, 16.7945], [-1.8930, -3.1242, 16.0987], [-0.7431, -2.9915, 15.7369], [-2.7823, -1.8416, 16.3489], [-3.3243, -2.0338, 17.1793], [-2.1575, -1.0788, 16.5677], [-3.7317, -1.5330, 15.1667], [-2.2447, -5.3060, 16.2321], [-3.5349, -4.4623, 17.0466], [-1.9382, -4.5229, 17.7346], [-4.4176, -0.7925, 15.5782], [-4.2047, -2.4846, 14.9242], [-3.1758, -1.1525, 14.3098], [5.3060, -2.9975, 19.1248], [4.0177, -3.7870, 19.5446], [3.3398, -3.7955, 18.1636], [4.4198, -5.2110, 19.9780], [3.2401, -3.0652, 20.7006], [1.7118, -3.2522, 20.6215], [1.3342, -4.5615, 20.8639], [5.2211, -1.9354, 18.8948], [5.8246, -3.4778, 18.2951], [5.9293, -3.1052, 20.0125], [3.0116, -2.7894, 17.9024], [2.4734, -4.4404, 18.3107], [4.0497, -4.2898, 17.5004], [3.4989, -5.7930, 20.0131], [4.8722, -5.2545, 20.9688], [5.1276, -5.6022, 19.2472], [3.4816, -2.0178, 20.5195], [3.7468, -3.2441, 21.6489], [1.3908, -3.0878, 19.5928], [1.1030, -2.6093, 21.2573], [1.2227, -4.6870, 21.8092], [2.7016, 2.7136, 13.5681], [4.0891, 2.1183, 13.4007], [4.9332, 2.9046, 12.3675], [4.8224, 2.1995, 14.7915], [3.8041, 0.7196, 12.8782], [5.0442, -0.2332, 12.9951], [5.5144, -0.5679, 14.2316], [2.7989, 3.7656, 13.8367], [2.0988, 2.1471, 14.2779], [2.1466, 2.8350, 12.6379], [4.2632, 3.1708, 11.5500], [5.8728, 2.4268, 12.0901], [5.2728, 3.8168, 12.8582], [4.3466, 1.5830, 15.5541], [4.6505, 3.1888, 15.2156], [5.8923, 2.0313, 14.6679], [3.3529, 0.7645, 11.8870], [3.1102, 0.1802, 13.5230], [5.8472, 0.1997, 12.3986], [4.7090, -1.1423, 12.4959], [6.2677, -1.1363, 14.0552], [-2.2280, -11.0765, 22.6892], [-3.1606, -10.0407, 22.0115], [-4.1106, -10.8345, 21.1510], [-3.9852, -9.3450, 23.0978], [-2.3284, -8.9406, 21.2476], [-1.2159, -9.4378, 20.3555], [-1.7519, -10.2972, 19.3171], [-1.4805, -10.6408, 23.3521], [-1.6576, -11.5952, 21.9188], [-2.7425, -11.7083, 23.4133], [-4.9333, -10.3290, 20.6453], [-4.5448, -11.5391, 21.8603], [-3.4992, -11.4359, 20.4782], [-4.3433, -8.3280, 22.9380], [-3.1522, -9.2684, 23.7967], [-4.5866, -9.9645, 23.7631], [-1.8507, -8.3539, 22.0322], [-3.0220, -8.2985, 20.7046], [-0.5652, -10.0568, 20.9732], [-0.6291, -8.6032, 19.9716], [-1.2197, -10.1762, 18.5274], [6.8645, 5.5819, 22.3100], [5.8675, 4.5064, 21.7345], [4.9048, 5.0105, 20.6318], [6.7873, 3.4047, 21.0795], [5.0538, 3.9476, 22.9105], [4.2638, 4.9205, 23.7458], [4.9920, 5.5316, 24.8101], [7.4522, 5.2051, 23.1472], [6.3358, 6.4069, 22.7875], [7.4733, 5.9311, 21.4761], [4.5290, 4.1486, 20.0802], [5.4477, 5.6163, 19.9063], [4.0777, 5.5769, 21.0598], [6.1950, 2.5715, 20.7012], [7.3397, 3.1250, 21.9766], [7.4794, 3.8037, 20.3379], [5.7739, 3.3767, 23.4968], [4.3527, 3.3310, 22.3480], [3.4827, 4.3278, 24.2218], [3.6710, 5.6823, 23.2396], [4.7480, 6.4461, 24.9705], [-7.2592, -4.0144, 25.0921], [-6.8834, -3.8059, 26.5411], [-5.5473, -4.4564, 26.9595], [-4.2799, -3.8150, 26.3885], [-3.7878, -2.3817, 27.3466], [-3.5793, -2.7940, 29.1008], [-2.5727, -3.9040, 29.3803], [-2.4308, -4.1295, 30.8452], [-3.6658, -4.8062, 31.5788], [-2.1654, -1.8756, 26.6825], [-1.5660, -0.6028, 27.3528], [-0.1244, -0.4744, 26.8380], [0.8603, -1.4892, 27.2743], [-4.8427, -0.9475, 27.1809], [-5.0728, -0.3831, 25.8152], [-5.0311, 1.1566, 25.8240], [-5.6438, 1.7192, 24.5153], [-7.0092, -5.0299, 24.7850], [-6.7238, -3.3646, 24.3998], [-8.3100, -3.8235, 24.8738], [-7.7289, -4.1585, 27.1318], [-6.8842, -2.7287, 26.7076], [-5.6476, -5.5046, 26.6778], [-5.5915, -4.6033, 28.0386], [-4.3953, -3.5204, 25.3454], [-3.3636, -4.4047, 26.4134], [-4.5019, -3.1274, 29.5761], [-3.3168, -1.8797, 29.6331], [-1.5770, -3.7560, 28.9620], [-2.8736, -4.8728, 28.9817], [-2.0365, -3.2258, 31.3100], [-1.5849, -4.8087, 30.9509], [-3.3845, -5.0746, 32.5971], [-3.9559, -5.7404, 31.0978], [-4.5434, -4.1702, 31.6945], [-2.2701, -1.9527, 25.6002], [-1.5243, -2.7027, 26.9876], [-1.5047, -0.7342, 28.4331], [-1.9963, 0.3836, 27.1795], [0.2891, 0.3993, 27.3416], [0.0143, -0.2398, 25.7826], [0.6118, -2.3448, 26.6464], [0.7752, -1.7088, 28.3385], [1.8370, -1.1092, 26.9747], [-4.4293, -0.1964, 27.8541], [-5.8386, -1.1107, 27.5927], [-5.9979, -0.7642, 25.3827], [-4.2821, -0.7478, 25.1594], [-4.0162, 1.5508, 25.8775], [-5.6368, 1.6962, 26.5520], [-5.2654, 1.3646, 23.5565], [-5.5254, 2.8018, 24.4694], [-6.7225, 1.5766, 24.4506], [9.5431, -1.1841, 23.8188], [9.7176, 0.1051, 24.1121], [9.8093, -1.3604, 22.5198], [10.3672, -1.9118, 24.6393], [7.7728, -1.7699, 24.1528], [7.5093, -1.5084, 25.5847], [6.9376, -0.9599, 23.2428], [7.7193, -3.1867, 23.7580], [3.6062, -10.9463, 15.8149], [3.4911, -11.4691, 14.5881], [3.0557, -11.7078, 16.7363], [4.8585, -10.7335, 16.2184], [2.6604, -9.2381, 15.7678], [1.2382, -9.5829, 15.6747], [2.9202, -8.5035, 17.0048], [3.0825, -8.5399, 14.5031], [0.0578, 2.7503, 20.7116], [-1.1582, 3.2126, 20.7851], [0.7728, 3.6765, 21.3126], [0.0844, 1.6434, 21.4978], [0.6830, 2.4231, 18.8585], [1.9332, 1.6748, 18.9941], [-0.3848, 1.6589, 18.2473], [0.8825, 3.7068, 18.2306], [2.2052, -7.9783, 25.1669], [1.7356, -8.7244, 24.1827], [2.4491, -8.8611, 26.2054], [3.3026, -7.3347, 24.7752], [0.9085, -6.7304, 25.8781], [-0.1529, -7.6763, 26.1729], [1.5446, -6.1886, 27.0583], [0.6654, -5.7414, 24.8245], [8.4417, -6.8689, 15.0750], [7.1229, -6.6056, 15.2270], [9.0135, -6.9751, 16.3179], [8.6414, -8.0794, 14.4059], [9.3334, -5.4853, 14.0657], [8.6147, -4.1609, 14.4532], [10.6946, -5.6424, 14.6186], [9.3389, -5.7172, 12.6137]],
  "gap_ev": 3.405,
  "homo_energy_ev": -7.7,
  "relative_energy_kcal_mol": 0.0,
  "charge": 1
}

{
  "formula": "C44H102BBrClN5O13P2S",
  "method": "the ωB97M-V functional and the def2-TZVPD basis",
  "symbols": ["C", "O", "C", "C", "C", "C", "Br", "O", "C", "B", "C", "O", "C", "C", "C", "C", "Cl", "C", "C", "C", "C", "C", "N", "N", "C", "C", "S", "C", "N", "N", "C", "O", "P", "O", "O", "O", "P", "N", "H", "H", "H", "H", "H", "H", "H", "H", "H", "H", "H", "H", "H", "H", "H", "H", "H", "H", "H", "H", "H", "H", "H", "H", "H", "H", "H", "H", "H", "H", "H", "H", "H", "H", "H", "H", "H", "H", "H", "H", "H", "H", "C", "C", "O", "C", "C", "H", "H", "H", "H", "H", "H", "H", "H", "H", "H", "C", "C", "O", "C", "C", "H", "H", "H", "H", "H", "H", "H", "H", "H", "H", "C", "C", "O", "C", "C", "H", "H", "H", "H", "H", "H", "H", "H", "H", "H", "C", "C", "O", "C", "C", "H", "H", "H", "H", "H", "H", "H", "H", "H", "H", "C", "C", "O", "C", "C", "H", "H", "H", "H", "H", "H", "H", "H", "H", "H", "C", "C", "O", "C", "C", "H", "H", "H", "H", "H", "H", "H", "H", "H", "H"],
  "xyz": [[2.7207, -1.0607, 1.7664], [1.5157, -0.3393, 2.1026], [0.4891, -0.7729, 1.1896], [-0.9789, -0.2885, 1.5686], [-1.3642, -0.4720, 3.1201], [-2.4251, -1.7054, 3.2710], [-2.5844, -1.9925, 5.2274], [-3.5672, -1.2759, 2.5748], [-4.7410, -2.1021, 2.6766], [-5.8185, -1.3881, 3.7091], [-5.8690, 0.2296, 3.9628], [-6.7582, -2.1589, 4.4980], [-5.4366, -2.4782, 1.2509], [-4.4772, -2.2588, -0.0112], [-3.5164, -3.4739, -0.4122], [-4.1207, -4.4148, -1.5878], [-2.8639, -4.6527, -2.9328], [-5.6166, -4.0904, 1.3790], [-6.7606, -4.5137, 2.4460], [-7.3908, -5.8972, 1.8772], [-6.2883, -7.0172, 1.5861], [-6.6190, -8.3539, 2.4378], [-6.7016, -7.9324, 3.8958], [-6.7192, -1.7512, 1.0128], [-7.6307, -2.3803, 0.0344], [-9.0579, -1.6120, -0.1171], [-9.9464, -1.3867, 1.5014], [-10.3229, -3.0904, 2.1037], [-10.0045, -3.6965, 3.3422], [-10.4037, -4.9866, 3.4717], [-11.0488, -5.2808, 2.2269], [-10.9964, -4.1427, 1.4373], [-6.5340, -0.1015, 0.4793], [-6.5833, 0.0654, -1.0600], [-7.7665, 0.9388, 1.0851], [-5.1003, 0.6595, 0.9694], [-1.5041, -3.2109, 2.5797], [-2.0477, -4.6421, 3.0406], [3.0592, -0.7784, 0.7088], [3.5830, -0.8469, 2.4908], [2.5920, -2.1978, 1.7775], [0.5666, -1.9206, 1.1143], [0.7578, -0.4004, 0.1320], [-1.6937, -0.8680, 0.8800], [-1.0657, 0.8006, 1.2144], [-1.9543, 0.4716, 3.3995], [-0.4731, -0.5863, 3.8079], [-4.4338, -3.0565, 3.2431], [-6.8650, 0.6768, 3.6133], [-4.9628, 0.7403, 3.5111], [-5.8615, 0.3638, 5.1037], [-7.6800, -1.9627, 4.2381], [-3.7910, -1.3412, 0.0773], [-5.0798, -2.0464, -0.9689], [-2.6015, -2.9906, -0.9204], [-3.0837, -4.0694, 0.4481], [-4.5277, -5.3955, -1.1953], [-4.9821, -3.8591, -2.0964], [-4.6621, -4.5787, 1.7716], [-5.9679, -4.5530, 0.3887], [-7.5560, -3.7100, 2.4980], [-6.2923, -4.7813, 3.4431], [-8.1938, -6.2925, 2.5713], [-7.8364, -5.6097, 0.8545], [-5.2262, -6.7325, 1.8663], [-6.3101, -7.3074, 0.4855], [-7.6046, -8.8133, 2.1083], [-5.7935, -9.1253, 2.3258], [-7.4015, -8.5793, 4.3041], [-5.8015, -8.2259, 4.2982], [-7.2287, -2.4144, -1.0441], [-7.9558, -3.4438, 0.2651], [-8.9941, -0.6767, -0.7503], [-9.7011, -2.3518, -0.7184], [-11.4743, -6.3052, 2.0217], [-7.3842, 1.8444, 1.0954], [-4.9391, 1.3547, 0.2881], [-0.1485, -3.1018, 3.0862], [-1.4043, -3.0143, 1.1690], [-2.8745, -4.4814, 3.6299], [7.8064, 0.7909, -0.6726], [7.1739, 0.3190, 0.6259], [6.3299, -0.8139, 0.4690], [6.9418, -1.9899, -0.0425], [8.0770, -2.5090, 0.8231], [7.0336, 1.0291, -1.4095], [8.4136, 1.6828, -0.4981], [8.4528, 0.0293, -1.1117], [6.5461, 1.1204, 1.0224], [7.9368, 0.1205, 1.3851], [7.2754, -1.8244, -1.0722], [6.1578, -2.7504, -0.0906], [8.8941, -1.7896, 0.9014], [8.4822, -3.4328, 0.4035], [7.7217, -2.7119, 1.8370], [-0.4133, -3.7302, -5.0911], [-1.3045, -2.5015, -5.1720], [-0.5857, -1.2899, -5.3609], [0.2023, -1.2013, -6.5409], [-0.6048, -1.3398, -7.8199], [0.3124, -3.6227, -4.2794], [-1.0131, -4.6251, -4.9103], [0.1485, -3.8871, -6.0134], [-1.8456, -2.3972, -4.2300], [-2.0635, -2.6172, -5.9523], [1.0167, -1.9329, -6.5071], [0.6731, -0.2149, -6.5261], [-1.0944, -2.3128, -7.8920], [0.0434, -1.2247, -8.6917], [-1.3865, -0.5764, -7.8622], [11.2606, 5.5080, 0.4226], [10.8498, 4.0800, 0.7414], [11.1060, 3.1655, -0.3153], [12.4619, 3.0334, -0.7196], [13.3826, 2.5612, 0.3921], [10.7489, 5.8605, -0.4778], [11.0077, 6.1710, 1.2538], [12.3336, 5.5932, 0.2436], [9.7718, 4.0554, 0.9177], [11.3218, 3.7325, 1.6657], [12.8192, 3.9727, -1.1548], [12.4737, 2.2956, -1.5262], [13.4142, 3.2665, 1.2248], [14.4013, 2.4405, 0.0158], [13.0406, 1.6015, 0.7891], [15.4052, 7.2110, 3.7750], [14.9968, 5.7827, 4.0959], [15.2533, 4.8676, 3.0399], [16.6088, 4.7363, 2.6342], [17.5320, 4.2655, 3.7447], [14.8922, 7.5617, 2.8746], [15.1521, 7.8746, 4.6055], [16.4779, 7.2978, 3.5947], [13.9192, 5.7568, 4.2732], [15.4700, 5.4368, 5.0201], [16.9647, 5.6754, 2.1975], [16.6199, 3.9976, 1.8284], [17.5647, 4.9712, 4.5768], [18.5499, 4.1452, 3.3665], [17.1913, 3.3060, 4.1429], [-10.2641, 6.3354, 1.4318], [-9.8167, 6.8527, 0.0745], [-8.4839, 6.4916, -0.2601], [-8.2083, 5.1007, -0.3331], [-9.0455, 4.3681, -1.3672], [-9.5950, 6.6974, 2.2178], [-11.2800, 6.6727, 1.6513], [-10.2590, 5.2450, 1.4747], [-9.8479, 7.9444, 0.0866], [-10.5049, 6.5332, -0.7142], [-8.3153, 4.6426, 0.6570], [-7.1527, 5.0087, -0.6032], [-10.1124, 4.4219, -1.1430], [-8.7634, 3.3129, -1.4056], [-8.8973, 4.8057, -2.3579], [1.9223, 4.7350, -6.8866], [1.1798, 3.7448, -7.7686], [0.8422, 2.5352, -7.1051], [-0.0003, 2.6546, -5.9661], [-1.3495, 3.2811, -6.2733], [2.8378, 4.2838, -6.4929], [2.1875, 5.6283, -7.4575], [1.3208, 5.0518, -6.0331], [1.8237, 3.4689, -8.6068], [0.2850, 4.2004, -8.2040], [0.5162, 3.2012, -5.1699], [-0.1595, 1.6402, -5.5908], [-1.2516, 4.3020, -6.6474], [-1.9675, 3.3114, -5.3729], [-1.8739, 2.7016, -7.0379]],
  "gap_ev": 8.756,
  "homo_energy_ev": -8.7,
  "smiles": "COCCC[C@@](Br)(O[C@@H](B(C)O)[C@@](CCCCl)(CCCCCN)N(CCSc1nnco1)P(=O)(O)O)[PH2]=N.CCOCC.CCOCC.CCOCC.CCOCC.CCOCC.CCOCC"
}